DFT (wB97M-V/def2-TZVPD) results for C39H34N5O3RhS as an isolated structure at a distorted geometry.

Structure (XYZ):
```
83
Properties=species:S:1:pos:R:3:forces:R:3
Rh -0.18430 -0.57653 -0.31517 0.96 1.67 -1.16
O 1.31873 -1.90526 -0.08254 -2.40 1.21 -0.09
C 2.33955 -1.61736 0.77867 1.12 -0.06 0.93
C 1.86768 -0.78190 2.03216 0.02 -0.64 -0.56
C 1.43252 0.62766 1.77266 0.13 -0.06 0.26
C 2.19903 1.73765 2.10030 -0.29 0.01 0.14
C 1.68681 3.00764 1.88741 -0.25 -0.35 -0.10
C 0.42000 3.14437 1.34039 -0.07 -0.16 0.29
C -0.31487 2.00977 1.02856 -0.20 0.18 0.17
C -1.71489 2.05967 0.48421 -0.05 -0.24 -0.73
C -1.83352 1.84544 -1.07187 -0.63 0.99 0.19
O -1.63293 0.53052 -1.42410 1.24 -1.32 1.16
C -0.94001 2.82425 -1.82498 0.25 -0.09 -0.14
C -0.26052 2.39791 -2.96192 -0.13 0.12 0.06
C 0.50492 3.28357 -3.69703 -0.06 -0.01 -0.06
C 0.60069 4.60762 -3.30957 -0.08 0.18 0.00
C -0.10733 5.04829 -2.20438 0.06 0.27 -0.07
C -0.88347 4.16709 -1.47419 0.02 -0.20 -0.03
C -3.26605 2.12982 -1.56529 0.03 0.04 0.15
C -3.45264 2.25999 -2.93933 -0.11 0.01 0.07
C -4.71718 2.41304 -3.47256 0.09 -0.06 -0.10
C -5.82307 2.41484 -2.64118 -0.16 -0.04 0.02
C -5.64924 2.26270 -1.27811 -0.18 -0.01 0.05
C -4.38067 2.11884 -0.74058 0.11 0.13 -0.06
N 0.18592 0.78819 1.28604 0.34 -0.62 -1.66
C 3.51543 -0.92456 0.08887 -0.11 0.03 -0.15
C 3.57776 -0.92368 -1.30088 0.13 -0.10 0.11
C 4.64228 -0.33787 -1.96010 0.03 -0.06 -0.02
C 5.67060 0.23980 -1.23684 0.19 0.01 0.05
C 5.63529 0.20762 0.14747 0.25 0.08 -0.06
C 4.56618 -0.37061 0.80824 -0.10 -0.01 -0.16
C 2.79103 -3.02731 1.21148 0.04 0.16 0.10
C 2.19970 -3.68717 2.28042 0.16 0.01 -0.03
C 2.50584 -5.01141 2.53748 -0.08 -0.12 0.07
C 3.38942 -5.70192 1.72771 0.07 -0.09 0.00
C 3.98434 -5.04870 0.66210 -0.02 -0.13 -0.08
C 3.67587 -3.72780 0.39885 0.01 0.09 0.08
H 2.65917 -0.80232 2.77978 -0.06 0.06 0.03
H 0.98753 -1.31067 2.40138 0.21 0.11 0.14
H 3.18946 1.61430 2.50362 0.10 -0.14 0.05
H 2.26503 3.88158 2.14576 0.08 0.05 -0.08
H 0.01378 4.12422 1.15447 -0.13 0.03 -0.04
H -2.18001 3.01024 0.74487 0.03 -0.08 0.13
H -2.26412 1.23117 0.94291 -0.10 0.20 0.05
H -0.33093 1.36141 -3.25445 0.00 -0.03 0.03
H 1.02459 2.93813 -4.57705 0.11 -0.06 -0.09
H 1.21063 5.29906 -3.87218 0.05 0.04 -0.04
H -0.06059 6.08966 -1.91334 0.01 0.03 0.01
H -1.46166 4.53655 -0.63833 -0.04 0.05 0.07
H -2.59526 2.23622 -3.59262 0.02 0.06 -0.07
H -4.83183 2.52657 -4.54050 -0.05 0.00 -0.09
H -6.81372 2.51771 -3.05488 -0.14 0.06 -0.04
H -6.50588 2.25057 -0.62199 -0.14 0.03 0.08
H -4.27935 1.99376 0.32562 0.04 0.00 0.16
H 2.77620 -1.38308 -1.85818 -0.04 0.00 0.01
H 4.66953 -0.33416 -3.04010 -0.01 0.02 -0.09
H 6.50295 0.70480 -1.74855 0.01 0.02 0.00
H 6.45299 0.63134 0.71509 0.02 0.05 0.04
H 4.57112 -0.39760 1.88728 -0.01 -0.04 0.15
H 1.47254 -3.19483 2.90026 -0.10 0.11 0.10
H 2.02961 -5.51122 3.36820 -0.03 -0.08 0.10
H 3.59968 -6.74495 1.91335 0.07 -0.07 0.07
H 4.67692 -5.57071 0.01701 0.03 -0.07 -0.03
H 4.11187 -3.23839 -0.45875 0.10 0.01 0.00
C -2.40537 -4.05111 3.54968 0.37 -0.15 0.35
N -2.84707 -3.20110 2.46875 0.14 0.25 -0.26
C -4.13048 -3.13743 2.07530 -0.31 0.32 -0.47
C -4.49647 -2.37983 1.01466 0.02 -0.08 0.17
C -3.46616 -1.67833 0.30622 -0.44 0.01 -0.15
N -2.21163 -1.69535 0.74834 1.28 0.55 -0.86
C -1.85884 -2.40922 1.83654 -0.03 -0.39 0.69
O -0.74103 -2.40729 2.31107 0.06 -0.11 0.12
N -3.73270 -0.99454 -0.79627 0.24 -0.18 0.07
H -3.24990 -4.59478 3.96796 -0.04 0.05 -0.10
H -1.93253 -3.45019 4.32863 -0.05 -0.08 -0.06
H -1.66125 -4.75587 3.17356 -0.06 0.02 0.09
H -4.85090 -3.70771 2.64659 0.06 -0.05 0.01
H -5.52363 -2.29856 0.70302 -0.08 -0.07 -0.02
H -4.67544 -0.89685 -1.12867 0.00 0.00 0.04
H -2.95618 -0.42261 -1.19318 -0.15 0.19 -0.07
S 3.01959 2.82887 -1.10212 0.27 0.34 -0.09
C 2.00188 1.60919 -1.22227 0.13 0.06 0.08
N 1.27896 0.69915 -1.38883 -1.78 -1.83 1.15
```
Positions in Å, forces in eV/Å.

## Properties
Total charge: 0
E_tot: -2514.79522 a.u.
Kohn-Sham gap (alpha / beta): 5.866 / 5.859 eV
Relative energy (zero: lowest compared OMol25 entry of this formula, charge and spin): 131.1 kJ/mol
LUMO (alpha / beta): -1.721 / -1.724 eV


DFT (wB97M-V/def2-TZVPD) results for C39H35As2IrN9O2S as an isolated structure.

Structure (XYZ):
```
89
Properties=species:S:1:pos:R:3:forces:R:3
Ir -0.26651 0.16070 -0.23289 -0.03 -0.12 -0.13
N 2.53094 0.58180 -0.74999 0.01 -0.04 -0.07
N 2.61298 1.53072 -1.76574 -0.01 0.07 0.00
C 1.51514 1.99611 -2.37683 0.17 0.00 -0.06
N 1.67303 2.84840 -3.36748 -0.07 0.08 -0.01
N 0.32586 1.53264 -1.91107 0.15 -0.16 0.37
N -0.84084 1.89543 -2.53557 -0.27 -0.27 -0.37
O -0.88481 2.57495 -3.52805 0.03 0.11 0.17
O -1.82318 1.39206 -1.99682 0.12 0.12 -0.01
H 2.96281 0.94994 0.09131 -0.02 0.00 0.04
H 3.02707 -0.25464 -1.04267 0.01 -0.05 0.02
H 3.51816 1.87624 -2.05187 0.03 -0.01 -0.05
H 2.58827 3.16751 -3.64842 0.01 -0.04 0.02
H 0.86106 3.19902 -3.85460 0.01 0.04 -0.03
C -2.58339 -2.75687 -1.15761 0.07 0.05 -0.03
C -1.58118 -3.51415 -0.31712 0.03 -0.01 0.06
As 0.15324 -2.62205 -0.38486 -0.17 0.22 -0.50
C 0.61230 -2.86329 -2.24318 0.06 0.07 -0.07
C 0.72203 -1.76509 -3.09366 0.03 -0.14 0.01
C 0.97431 -1.94347 -4.44794 0.00 -0.07 0.01
C 1.12573 -3.22830 -4.95209 0.00 0.02 0.00
C 1.02181 -4.32714 -4.10687 0.01 -0.03 -0.02
C 0.76405 -4.15085 -2.75549 -0.03 0.01 0.01
C 1.29683 -3.82669 0.57482 -0.06 0.04 0.06
C 0.83241 -4.38732 1.76417 0.09 0.00 -0.01
C 1.60214 -5.34519 2.40766 0.01 0.03 0.04
C 2.82986 -5.72246 1.87594 0.02 -0.01 0.02
C 3.30053 -5.13736 0.70700 0.04 0.04 0.01
C 2.53979 -4.17721 0.05387 0.02 -0.02 0.10
As -2.75846 -0.96711 -0.41521 0.04 -0.09 0.24
C -4.22083 -0.17963 -1.35202 0.04 0.10 0.05
C -4.36770 -0.43801 -2.71283 -0.06 0.01 0.02
C -5.46453 0.07720 -3.38467 0.00 0.03 -0.02
C -6.39258 0.85790 -2.70537 -0.01 0.01 -0.02
C -6.22481 1.13668 -1.35466 0.00 0.05 0.00
C -5.13009 0.62779 -0.67227 0.01 0.03 -0.07
C -3.35579 -1.33972 1.37289 0.04 0.09 0.10
C -2.43439 -1.32253 2.42000 -0.15 -0.06 -0.01
C -2.83812 -1.63923 3.70970 -0.02 0.00 -0.02
C -4.16629 -1.96704 3.95376 0.00 0.00 0.00
C -5.08151 -2.00117 2.90871 -0.01 -0.01 0.03
C -4.68237 -1.69090 1.61603 0.05 -0.04 0.03
H -3.57572 -3.20319 -1.11678 -0.07 -0.06 0.02
H -2.27601 -2.69199 -2.19965 0.02 0.00 -0.08
H -1.40126 -4.52246 -0.68702 -0.01 -0.07 -0.06
H -1.90713 -3.58447 0.71862 0.01 -0.04 0.08
H 0.61045 -0.76552 -2.69742 -0.04 0.10 0.00
H 1.04734 -1.08998 -5.11138 0.01 -0.03 0.04
H 1.32624 -3.37632 -6.00560 -0.01 0.00 0.03
H 1.14258 -5.32760 -4.50311 -0.01 0.04 0.01
H 0.68567 -5.01647 -2.10880 0.01 -0.02 0.00
H -0.11964 -4.08970 2.18855 -0.03 -0.05 -0.02
H 1.24130 -5.80252 3.32000 0.02 0.01 -0.02
H 3.42522 -6.47416 2.37831 -0.03 0.01 -0.02
H 4.25709 -5.43518 0.29724 -0.02 0.01 0.02
H 2.90740 -3.72781 -0.86036 -0.02 -0.05 -0.06
H -3.64243 -1.03606 -3.25129 -0.02 -0.03 0.00
H -5.59708 -0.13111 -4.43841 0.00 0.01 0.03
H -7.24994 1.25471 -3.23373 0.02 -0.02 0.02
H -6.95064 1.74611 -0.83142 0.02 -0.01 -0.02
H -5.00010 0.84463 0.38123 -0.04 -0.04 0.03
H -1.39742 -1.07887 2.22753 0.06 0.01 0.01
H -2.12147 -1.63485 4.52253 -0.02 0.01 -0.02
H -4.48945 -2.20114 4.96026 0.01 -0.01 -0.04
H -6.11196 -2.27228 3.09982 0.03 0.01 0.00
H -5.40217 -1.73195 0.80851 -0.02 0.03 -0.01
S 0.18820 2.91337 6.92009 0.00 0.10 0.37
N 1.06353 1.77074 6.20779 -0.07 0.11 -0.02
C 0.59159 1.66062 4.97664 0.01 -0.16 -0.24
C 1.08503 0.74226 3.96600 -0.02 0.10 0.20
C 2.13341 -0.15448 4.18727 0.05 0.02 0.14
C 2.53731 -0.97931 3.16103 0.01 -0.01 0.00
C 1.88057 -0.89836 1.94035 -0.05 0.22 0.08
N 0.86942 -0.05681 1.71948 0.06 -0.07 0.06
C 0.46780 0.76148 2.71700 -0.06 -0.03 -0.13
C -0.65674 1.65265 2.44291 0.06 -0.10 -0.14
N -1.22784 1.56687 1.22503 -0.06 -0.02 -0.13
C -2.27298 2.33685 0.93009 0.04 -0.04 0.08
C -2.79086 3.25498 1.83702 -0.03 0.04 -0.01
C -2.21643 3.35815 3.08227 -0.03 0.06 0.11
C -1.13293 2.53459 3.40458 -0.02 0.11 0.24
C -0.48241 2.53643 4.70226 -0.06 -0.11 -0.28
N -0.81554 3.30084 5.72854 0.12 -0.02 0.03
H 2.60800 -0.18269 5.16248 -0.02 0.01 -0.07
H 3.34474 -1.68704 3.28844 0.00 0.00 -0.01
H 2.18133 -1.53009 1.11970 0.01 -0.02 -0.03
H -2.70852 2.21797 -0.05237 0.00 -0.01 -0.03
H -3.63459 3.86929 1.55484 0.01 -0.01 -0.01
H -2.58733 4.05747 3.82246 0.00 -0.03 -0.02
```
Positions in Å, forces in eV/Å.

## Properties
Total charge: +3
E_tot: -7123.47405 a.u.
Spin multiplicity: 5
Kohn-Sham gap (alpha / beta): 6.860 / 5.905 eV
Relative energy (zero: lowest compared OMol25 entry of this formula, charge and spin): 39.1 kJ/mol
LUMO (alpha / beta): -8.174 / -10.319 eV


DFT (wB97M-V/def2-TZVPD) results for C39H35As2N2OPt as an isolated structure.

Structure (XYZ):
```
80
Properties=species:S:1:pos:R:3:forces:R:3
Pt 0.47155 1.10714 -0.24112 0.09 0.11 0.13
C -1.68389 3.48950 1.25420 0.00 0.04 0.03
C -0.24171 3.35075 1.72850 0.00 -0.01 0.00
As 2.45162 2.56575 1.62238 -0.06 -0.03 0.00
C 3.82541 3.80209 0.97348 0.02 -0.02 -0.02
C 3.56983 5.17126 1.03462 -0.01 0.02 -0.01
C 4.53632 6.09728 0.67263 -0.01 0.00 0.01
C 5.79229 5.67024 0.26391 0.01 -0.01 0.00
C 6.07128 4.31194 0.22994 0.00 0.00 0.00
C 5.09663 3.38690 0.58236 -0.02 0.00 0.00
C 2.96831 0.92107 0.67245 -0.02 0.02 -0.01
C 2.86231 -0.27485 1.39021 0.01 -0.01 0.01
C 3.17040 -1.49192 0.79980 -0.02 0.01 -0.01
C 3.60680 -1.53387 -0.51558 -0.01 0.02 -0.02
C 3.75150 -0.35309 -1.23199 0.02 -0.01 0.00
C 3.43414 0.86354 -0.64711 0.04 -0.01 -0.02
As -2.40853 1.82159 0.50513 0.09 -0.02 -0.14
C -4.27127 2.49570 0.43028 -0.02 -0.07 0.05
C -4.93511 2.66185 1.64605 -0.02 0.00 0.00
C -6.25302 3.09030 1.69366 -0.01 0.01 -0.01
C -6.94163 3.34631 0.51466 0.01 0.00 0.01
C -6.29895 3.16848 -0.70075 0.00 0.00 -0.02
C -4.97463 2.74611 -0.74328 0.01 0.02 -0.01
C -2.00759 2.00174 -1.40548 -0.12 0.03 0.05
C -1.79170 3.21838 -2.05185 0.03 0.02 -0.03
C -1.58901 3.26007 -3.42297 0.00 -0.01 0.01
C -1.61822 2.08902 -4.17024 -0.01 -0.02 0.00
C -1.84972 0.87324 -3.54155 0.01 0.03 -0.02
C -2.04106 0.83298 -2.16781 -0.02 -0.02 0.03
H -1.80893 4.29892 0.53373 0.00 -0.03 0.01
H -2.33358 3.72398 2.10138 -0.02 -0.01 0.00
H -0.20352 2.55802 2.48117 -0.01 0.00 0.01
H 0.03926 4.27082 2.26460 0.00 0.00 0.01
H 2.59801 5.52308 1.35785 0.01 0.00 0.00
H 4.30548 7.15512 0.70951 0.00 0.00 0.00
H 6.54964 6.39066 -0.01950 0.00 0.00 -0.01
H 7.05181 3.96655 -0.07548 0.00 0.00 0.00
H 5.33520 2.33142 0.55085 -0.01 -0.03 -0.02
H 2.51940 -0.24244 2.41835 -0.01 -0.01 0.00
H 3.04790 -2.41171 1.35737 0.00 0.00 0.01
H 3.81256 -2.48475 -0.98997 0.00 0.00 0.00
H 4.08910 -0.38468 -2.26071 -0.01 0.00 0.00
H 3.56372 1.77800 -1.21174 0.00 0.01 0.00
H -4.41749 2.44662 2.57597 0.01 0.00 0.00
H -6.74518 3.21751 2.65046 0.00 0.00 0.00
H -7.97238 3.67707 0.54530 0.00 0.00 0.00
H -6.82805 3.36010 -1.62671 0.00 0.00 0.00
H -4.48984 2.61836 -1.70363 0.01 -0.01 0.01
H -1.75653 4.14359 -1.49096 -0.01 -0.02 -0.01
H -1.39348 4.21060 -3.90426 0.00 0.00 0.00
H -1.45394 2.12468 -5.24041 0.00 0.00 0.00
H -1.85916 -0.04820 -4.10984 0.00 0.00 0.00
H -2.19090 -0.12044 -1.67500 -0.02 -0.01 -0.02
C 0.76715 3.00187 0.62363 0.07 0.05 -0.05
C 0.92551 4.09341 -0.39800 -0.05 -0.03 -0.02
C 0.46582 5.39936 -0.19497 0.02 0.02 0.02
C 0.60605 6.38640 -1.16387 0.00 0.01 0.02
C 1.22254 6.10468 -2.37169 -0.01 -0.01 -0.02
C 1.68232 4.81243 -2.60008 0.01 0.01 0.00
C 1.52332 3.83122 -1.63862 0.02 0.02 0.06
H -0.01586 5.66174 0.73894 0.02 0.01 -0.01
H 0.23108 7.38446 -0.96682 0.00 0.00 0.01
H 1.33278 6.87251 -3.12745 0.01 0.00 0.00
H 2.15135 4.56358 -3.54493 0.00 -0.01 0.00
H 1.82999 2.81442 -1.85024 0.02 0.00 -0.02
N -0.10090 -5.83609 -1.90475 0.00 0.01 0.01
C 0.37661 -4.77487 -2.70169 -0.02 0.00 -0.01
O 0.80323 -5.03173 -3.83560 0.01 0.00 0.00
C 0.35955 -3.46453 -2.12030 0.00 -0.01 0.00
C 0.75285 -2.33403 -2.89750 -0.01 0.01 0.01
C 0.73754 -1.08478 -2.36023 0.00 0.02 0.02
N 0.36645 -0.81333 -1.07055 -0.07 -0.04 0.06
C -0.03002 -1.88235 -0.32324 0.02 0.02 -0.04
C -0.04990 -3.16543 -0.78323 0.00 -0.03 0.00
H -0.29478 -6.64504 -2.47547 0.00 0.00 -0.01
H -0.86126 -5.60394 -1.28432 0.01 0.00 0.00
H 1.06481 -2.48570 -3.92185 0.00 0.01 0.00
H 1.03181 -0.22061 -2.94400 0.00 -0.01 -0.02
H -0.32555 -1.65028 0.69329 0.00 -0.02 0.00
H -0.34948 -3.94545 -0.09451 0.00 0.01 0.01
```
Positions in Å, forces in eV/Å.

## Properties
Total charge: -1
E_tot: -6282.77858 a.u.
Spin multiplicity: 3
Kohn-Sham gap (alpha / beta): 4.855 / 7.053 eV
Relative energy (zero: lowest compared OMol25 entry of this formula, charge and spin): 19.3 kJ/mol
LUMO (alpha / beta): 2.585 / 2.123 eV


Among the records above, which one has the highest relative energy (zero: lowest compared OMol25 entry of this formula, charge and spin)? C39H34N5O3RhS